[1]
This record from the OMol25 dataset describes a molecular structure, C24H24Cl2N4O4PPtS3. The level of theory is ωB97M-V/def2-TZVPD.

The geometry in XYZ format:
```
63
Properties=species:S:1:pos:R:3
Pt 0.38 1.28 -1.02
Cl -1.90 3.72 4.89
C -1.84 2.99 3.32
C -0.60 2.90 2.69
C -0.52 2.31 1.43
N 0.67 2.15 0.72
C 1.88 2.65 1.00
O 2.24 3.26 1.99
C 2.87 2.34 -0.11
C 4.19 2.72 0.01
C 5.08 2.40 -1.00
C 4.61 1.71 -2.11
C 3.27 1.36 -2.16
N 2.42 1.67 -1.18
C -1.69 1.82 0.81
C -2.91 1.93 1.44
C -2.98 2.51 2.70
Cl -4.53 2.62 3.47
N -1.50 1.23 -0.45
C -2.43 0.88 -1.35
O -3.65 0.88 -1.22
C -1.79 0.34 -2.61
C -2.57 -0.21 -3.60
C -1.95 -0.76 -4.71
C -0.57 -0.75 -4.79
C 0.15 -0.18 -3.75
N -0.45 0.36 -2.70
H 0.29 3.27 3.17
H 4.48 3.25 0.91
H 6.12 2.68 -0.94
H 5.26 1.43 -2.92
H 2.86 0.82 -3.00
H -3.80 1.57 0.96
H -3.64 -0.20 -3.47
H -2.54 -1.20 -5.51
H -0.04 -1.18 -5.63
H 1.23 -0.17 -3.76
S 0.02 3.32 -2.06
C -1.07 -3.59 -1.41
C -1.43 -3.21 0.02
C -2.22 -1.93 0.10
O -0.30 -3.08 0.91
P 1.25 -2.78 0.57
S 2.20 -4.34 -0.10
S 1.45 -1.17 -0.64
O 1.76 -2.46 2.05
C 1.13 -1.71 3.11
C 0.23 -2.64 3.92
C 0.41 -0.46 2.66
H -2.00 -3.77 -1.96
H -0.46 -4.49 -1.43
H -0.52 -2.79 -1.90
H -2.00 -4.03 0.46
H -1.59 -1.11 -0.22
H -2.54 -1.73 1.13
H -3.11 -1.97 -0.53
H 1.98 -1.42 3.73
H -0.65 -2.92 3.35
H -0.08 -2.13 4.84
H 0.77 -3.54 4.19
H -0.45 -0.69 2.03
H 1.08 0.20 2.11
H 0.05 0.08 3.54
```

## Properties
frontier orbital gap = 6.41 eV
net charge = -1

---

[2]
This record from the OMol25 dataset describes a molecular structure, C30H49N5O3S2Ti. The level of theory is ωB97M-V/def2-TZVPD.

The geometry in XYZ format:
```
90
Properties=species:S:1:pos:R:3
Ti 0.09 0.50 0.07
C -2.24 -2.26 -1.43
O -0.96 -2.13 -0.87
C -0.43 -3.34 -0.40
C 0.84 -3.02 0.35
O 1.66 -2.11 -0.35
C 2.48 -2.66 -1.36
C 1.91 -2.48 -2.75
O 1.46 -1.18 -3.04
C 2.50 -0.24 -3.23
H -2.92 -2.77 -0.74
H -2.21 -2.82 -2.37
H -2.61 -1.24 -1.61
H -0.25 -4.02 -1.25
H -1.13 -3.84 0.28
H 1.38 -3.95 0.59
H 0.58 -2.52 1.27
H 2.63 -3.73 -1.20
H 3.45 -2.16 -1.28
H 1.03 -3.13 -2.88
H 2.68 -2.80 -3.48
H 3.16 -0.16 -2.37
H 3.09 -0.50 -4.12
H 2.01 0.73 -3.39
N -1.05 -0.72 4.77
C -0.46 -1.18 3.54
S 0.61 -0.17 2.64
N -0.35 -2.62 3.50
C 0.44 -3.25 4.48
C -0.06 -4.30 5.25
C 0.73 -4.91 6.21
C 2.04 -4.49 6.41
C 2.54 -3.45 5.63
C 1.76 -2.84 4.67
H -0.45 -0.93 5.56
H -1.15 0.28 4.72
H -1.27 -3.04 3.47
H -1.09 -4.62 5.12
H 0.31 -5.70 6.81
H 2.65 -4.95 7.17
H 3.57 -3.12 5.77
H 2.15 -2.02 4.07
S 5.06 0.27 0.22
C 3.43 0.47 0.18
N 2.27 0.62 0.13
C -2.72 1.80 2.26
C -2.86 0.82 1.08
C -3.48 -0.49 1.60
C -3.84 1.45 0.07
N -1.60 0.59 0.45
H -3.63 1.80 2.89
H -2.55 2.82 1.89
H -1.85 1.51 2.86
H -4.39 -0.31 2.18
H -2.74 -0.99 2.24
H -3.72 -1.15 0.76
H -4.79 1.72 0.55
H -4.04 0.75 -0.74
H -3.38 2.35 -0.35
C 0.27 4.14 -5.51
C -0.02 3.07 -4.49
C -0.64 1.88 -4.88
C -0.87 0.88 -3.93
C -1.50 -0.42 -4.34
C -0.52 1.09 -2.62
C 0.07 2.31 -2.15
C 0.33 3.28 -3.17
N 0.31 2.40 -0.83
C 0.81 3.66 -0.23
C 0.77 3.50 1.29
C -0.09 4.87 -0.58
C 2.28 3.95 -0.62
H 0.00 3.82 -6.52
H 1.33 4.41 -5.51
H -0.29 5.06 -5.29
H -0.93 1.73 -5.92
H -1.49 -0.53 -5.43
H -2.54 -0.48 -4.00
H -0.96 -1.26 -3.90
H -0.68 0.31 -1.88
H 0.84 4.21 -2.93
H -0.27 3.51 1.65
H 1.32 4.33 1.76
H 1.22 2.57 1.60
H -1.10 4.52 -0.81
H 0.27 5.45 -1.43
H -0.15 5.55 0.28
H 2.91 3.12 -0.29
H 2.62 4.87 -0.13
H 2.40 4.06 -1.69
```

## Properties
multiplicity = 3
frontier orbital gap (alpha / beta) = 4.74 / 5.40 eV
<S²> = 2.015
net charge = -2

---

[3]
This record from the OMol25 dataset describes a molecular structure, C6H9NO. The level of theory is ωB97M-V/def2-TZVPD.

The geometry in XYZ format:
```
17
Properties=species:S:1:pos:R:3
C 0.03 -0.62 0.77
C -1.52 0.27 0.03
C 0.76 -1.71 0.13
C 1.48 -0.38 0.28
C -2.10 1.13 1.02
C 1.82 0.49 -0.84
N -1.60 -0.08 -1.08
O -1.26 -0.59 -2.07
H 0.91 -2.52 0.80
H 0.61 -2.01 -0.84
H 1.94 -0.19 1.16
H -1.43 1.30 1.89
H -2.47 2.11 0.69
H -2.80 0.40 1.42
H 2.81 0.84 -0.92
H 1.31 1.49 -0.60
H 1.53 0.07 -1.84
```

## Properties
frontier orbital gap (alpha / beta) = 7.61 / 7.96 eV

---

In the order shown, the computed E values come out to -109521.060; -90283.688; -9897.377 eV.